1.
Molecular formula: C30H32AsEuN11S2
Method: DFT, ωB97M-V with the def2-TZVPD basis set

strongest force on any atom: 3.81 eV/A
E_tot: -5507.16273 a.u.
highest occupied orbital energy (spin up / spin down): -5.65 / -5.70 eV
HOMO-LUMO gap (spin up / spin down): 0.1954 / 0.1970 Eh
2S+1: 8
total charge: 0
relative energy (zero: lowest compared OMol25 entry of this formula, charge and spin): 0.000 eV

Cartesian coordinates (Å):
Eu (11.8881, -3.3086, 16.4080)
C (12.9631, -2.8954, 8.7180)
C (12.3513, -3.1009, 10.0662)
C (11.1543, -3.7926, 10.2682)
C (10.6813, -3.9675, 11.5511)
C (11.3324, -3.4664, 12.7024)
N (10.9574, -3.8959, 13.9806)
C (10.2348, -5.0906, 14.0831)
C (10.6940, -6.2632, 13.4501)
C (10.2165, -7.5412, 13.7247)
C (9.0791, -7.6994, 14.5554)
C (8.5424, -9.1146, 14.9107)
C (8.4694, -6.5437, 15.0525)
C (9.0525, -5.2592, 14.8940)
N (8.5009, -4.1809, 15.6730)
C (7.1919, -3.8713, 15.8142)
C (7.0895, -2.6711, 16.4808)
C (8.4315, -2.3248, 16.7869)
N (9.3072, -3.2230, 16.3240)
C (12.3629, -2.5250, 12.4074)
C (12.9810, -2.5175, 11.1535)
N (12.9189, -1.5814, 13.3301)
C (13.5815, -0.4232, 12.9050)
C (13.5294, 0.4645, 13.9412)
C (12.8914, -0.2111, 15.0394)
N (12.5757, -1.4825, 14.7417)
H (12.2701, -2.6207, 7.9401)
H (13.4910, -3.8039, 8.3241)
H (13.7259, -2.1111, 8.8264)
H (10.5480, -4.1262, 9.4160)
H (9.9077, -4.7365, 11.7587)
H (11.5366, -6.1315, 12.7163)
H (10.7257, -8.4103, 13.3194)
H (9.3028, -9.8392, 14.5882)
H (7.5629, -9.3179, 14.4838)
H (8.4240, -9.1397, 15.9730)
H (7.6546, -6.6781, 15.7727)
H (6.4348, -4.5720, 15.4695)
H (6.2163, -2.0868, 16.6727)
H (8.6908, -1.4709, 17.3937)
H (13.9634, -2.0244, 11.0955)
H (13.9837, -0.4516, 11.9292)
H (13.7037, 1.5321, 13.9122)
H (12.7201, 0.2243, 15.9962)
N (11.1225, 0.0959, 19.7618)
C (10.8949, -0.3102, 18.5062)
N (11.5820, -1.4320, 18.3103)
C (12.2926, -1.6081, 19.4784)
N (12.0374, -0.7088, 20.3870)
C (13.0967, -2.7717, 19.6451)
C (13.6189, -3.0896, 20.9271)
N (14.3499, -4.1825, 21.1171)
C (14.4516, -5.0669, 20.1182)
C (14.0782, -4.6980, 18.8313)
N (13.3628, -3.5661, 18.6446)
H (10.6737, 0.8923, 20.2158)
H (10.3334, 0.2154, 17.7532)
H (13.5624, -2.4115, 21.7968)
H (14.9060, -6.0921, 20.2735)
H (14.2980, -5.2775, 17.9083)
S (9.1845, -7.1261, 17.9999)
C (10.4937, -6.3395, 17.5230)
N (11.3624, -5.6443, 17.0821)
C (16.8338, -1.8116, 15.9115)
As (16.4983, -3.5403, 15.0925)
C (17.6966, -4.8491, 15.9726)
C (16.7671, -3.2538, 13.1394)
S (14.4185, -4.1600, 15.4330)
H (16.3785, -0.9380, 15.3467)
H (17.9272, -1.6168, 15.9510)
H (16.3955, -1.7882, 16.8786)
H (18.2100, -5.3955, 15.1465)
H (17.1775, -5.5398, 16.5979)
H (18.4464, -4.3119, 16.6062)
H (17.5781, -2.5566, 13.0415)
H (15.7727, -2.8305, 12.8275)
H (16.8901, -4.2407, 12.6766)

Forces on atoms 1 to 2 (eV/Å):
-0.755 -0.473 -0.668
1.318 -0.788 -0.273

=====

2.
Molecular formula: C30H32BFO2S
Method: DFT, ωB97M-V with the def2-TZVPD basis set

SMILES: CC1(C)OB([C@H](c2ccccc2)c2cccc(F)c2)OC1(C)C.Cc1ccc(-c2ccccc2)s1
strongest force on any atom: 4.14 eV/A
E_tot: -1835.80284 a.u.
highest occupied orbital energy: -7.78 eV
HOMO-LUMO gap: 0.2941 Eh
total charge: 0
relative energy (zero: lowest compared OMol25 entry of this formula, charge and spin): 0.000 eV

Cartesian coordinates (Å):
C (-3.0758, 4.9518, 0.7721)
C (-1.8496, 4.3152, 1.4029)
C (-2.2432, 3.3898, 2.5568)
O (-1.2616, 3.5075, 0.3579)
B (0.1051, 3.7250, 0.4721)
C (0.9518, 2.1833, 0.7415)
C (2.3941, 2.5218, 0.9281)
C (2.8472, 2.8723, 2.2184)
C (4.1474, 3.3347, 2.3972)
C (5.0173, 3.4991, 1.2934)
C (4.6199, 3.0275, 0.0460)
C (3.3208, 2.5204, -0.1236)
C (0.6075, 1.6349, -0.6400)
C (0.4839, 0.2868, -1.0112)
C (0.1609, -0.0624, -2.3468)
C (0.0151, 0.9083, -3.3507)
C (0.2801, 2.2317, -2.9946)
F (0.2893, 3.2221, -3.9502)
C (0.5600, 2.6001, -1.6757)
O (0.4802, 4.8815, 1.0862)
C (-0.6931, 5.3193, 1.8229)
C (-0.9903, 6.7493, 1.4227)
C (-0.3858, 5.2598, 3.3173)
H (-3.6546, 5.5633, 1.4748)
H (-2.7983, 5.5737, -0.0880)
H (-3.7215, 4.1435, 0.4195)
H (-2.8030, 3.9559, 3.3162)
H (-2.8869, 2.5945, 2.1625)
H (-1.3619, 2.9196, 3.0265)
H (0.5322, 1.6486, 1.5946)
H (2.1452, 2.7986, 3.0578)
H (4.4859, 3.6088, 3.4017)
H (6.0022, 3.9559, 1.4058)
H (5.3049, 3.0647, -0.8006)
H (3.0202, 2.1508, -1.1014)
H (0.7041, -0.4966, -0.2693)
H (-0.0201, -1.1238, -2.5852)
H (-0.2594, 0.6498, -4.3666)
H (0.8781, 3.6469, -1.4881)
H (-1.8733, 7.1178, 1.9604)
H (-0.1475, 7.3995, 1.6855)
H (-1.1821, 6.8050, 0.3451)
H (-1.3401, 5.4115, 3.8379)
H (0.0475, 4.2943, 3.6344)
H (0.2921, 6.0668, 3.6289)
C (-2.6373, -0.7152, 5.3582)
C (-1.3251, -0.3568, 4.7565)
C (-0.4289, 0.5734, 5.2839)
C (0.7969, 0.6279, 4.5710)
C (0.8846, -0.2790, 3.5162)
C (2.1449, -0.7635, 2.9834)
C (3.3610, -0.2826, 3.5359)
C (4.5927, -0.5987, 2.9756)
C (4.6577, -1.5340, 1.9435)
C (3.4690, -1.9840, 1.3351)
C (2.2238, -1.6624, 1.8874)
S (-0.7037, -1.0161, 3.2800)
H (-2.8580, -0.0433, 6.2052)
H (-3.4531, -0.6175, 4.6279)
H (-2.6424, -1.7564, 5.7139)
H (-0.6045, 1.1362, 6.1940)
H (1.6344, 1.2386, 4.8924)
H (3.3242, 0.3416, 4.4255)
H (5.4942, -0.1234, 3.3572)
H (5.6181, -1.9075, 1.5893)
H (3.5119, -2.5991, 0.4242)
H (1.2985, -2.1179, 1.5151)

Forces on atoms 1 to 2 (eV/Å):
-0.237 0.208 0.024
-0.011 0.086 -0.140

=====

3.
Molecular formula: C30H32CeN6O4
Method: DFT, ωB97M-V with the def2-TZVPD basis set

strongest force on any atom: 4.47 eV/A
E_tot: -2266.54142 a.u.
highest occupied orbital energy: -15.03 eV
HOMO-LUMO gap: 0.2375 Eh
total charge: +2

Cartesian coordinates (Å):
Ce (-1.4157, -1.2187, 1.4927)
O (-0.3033, -5.1872, 2.9538)
C (-0.9359, -4.2762, 2.5202)
N (-0.9757, -2.9430, 3.0042)
C (-0.5566, -2.6906, 4.3337)
O (-0.0771, -3.4727, 5.0937)
C (-0.8435, -1.2808, 4.7828)
C (-0.6926, -0.9626, 6.1144)
C (-1.0322, 0.3122, 6.5371)
C (-1.5154, 1.2280, 5.6103)
C (-1.6200, 0.8439, 4.2943)
N (-1.2794, -0.3877, 3.8777)
C (-1.8375, -4.4900, 1.3288)
C (-2.1843, -5.7735, 0.9699)
C (-3.0529, -5.9541, -0.0953)
C (-3.5357, -4.8426, -0.7777)
C (-3.1245, -3.5929, -0.3800)
N (-2.2852, -3.4129, 0.6563)
H (-0.3297, -1.7261, 6.7881)
H (-0.9343, 0.5869, 7.5794)
H (-1.8116, 2.2262, 5.9010)
H (-1.9886, 1.5335, 3.5460)
H (-1.7780, -6.5980, 1.5399)
H (-3.3569, -6.9503, -0.3883)
H (-4.2235, -4.9408, -1.6062)
H (-3.4723, -2.7048, -0.8920)
C (2.5119, 5.2076, 1.6331)
C (2.2468, 4.3937, 0.3653)
C (3.5781, 4.1460, -0.3663)
C (1.2928, 5.1826, -0.5466)
C (1.6201, 3.0451, 0.6823)
C (1.4074, 2.5879, 1.9790)
C (0.8136, 1.3629, 2.1791)
N (0.4279, 0.5517, 1.1804)
C (0.6886, 0.9488, -0.0870)
C (1.2482, 2.1769, -0.3511)
C (0.3709, -0.0274, -1.1665)
C (0.6674, 0.2171, -2.4871)
C (0.4155, -0.7375, -3.4791)
C (-0.1329, -1.9421, -3.0525)
C (-0.4218, -2.1235, -1.7198)
N (-0.1980, -1.1922, -0.7787)
C (0.7479, -0.4407, -4.9327)
C (0.3736, -1.6057, -5.8509)
C (-0.0329, 0.8111, -5.3666)
C (2.2592, -0.1752, -5.0422)
H (2.9477, 6.1674, 1.3556)
H (3.2221, 4.7108, 2.2989)
H (1.5919, 5.4142, 2.1880)
H (4.0395, 5.1049, -0.6087)
H (3.4369, 3.6003, -1.3030)
H (4.2757, 3.5825, 0.2581)
H (1.7176, 6.1686, -0.7396)
H (0.3151, 5.3227, -0.0785)
H (1.1451, 4.6956, -1.5136)
H (1.6947, 3.1729, 2.8411)
H (0.6559, 1.0021, 3.1832)
H (1.4259, 2.4796, -1.3726)
H (1.1233, 1.1534, -2.7721)
H (-0.3387, -2.7469, -3.7430)
H (-0.8335, -3.0624, -1.3842)
H (-0.7004, -1.8110, -5.8360)
H (0.9118, -2.5212, -5.5928)
H (0.6422, -1.3519, -6.8763)
H (-1.1105, 0.6706, -5.2512)
H (0.1695, 1.0121, -6.4197)
H (0.2618, 1.6982, -4.8001)
H (2.8400, -1.0450, -4.7267)
H (2.5722, 0.6829, -4.4428)
H (2.5114, 0.0405, -6.0815)
O (-2.5123, 0.3665, 0.4274)
N (-3.2305, 0.4604, 1.4683)
O (-3.4962, -0.6802, 1.9451)

Forces on atoms 1 to 2 (eV/Å):
3.427 -2.788 0.658
0.195 -0.166 0.262